14
Properties=species:S:1:pos:R:3:forces:R:3:lowdin_charge:R:1 method="wB97M-V/def2-TZVPD" gap_ev=11.3 total_charge=0 e_homo_ev=-10.68
O 1.6630 -0.3815 0.9586 -0.6402 0.0401 0.5482 0.094
C 0.9902 -0.4451 -0.0410 1.3860 -0.4957 0.9037 -0.542
O 1.6233 -0.6012 -1.2272 -0.2755 -0.4915 -0.9739 0.067
C -0.4925 -0.3862 -0.2077 -2.1317 -1.4402 -0.9482 -0.154
C -0.7367 0.7035 -1.2852 1.1129 0.2134 0.2079 -0.081
H 2.5394 -0.9259 -1.1531 -0.4703 0.4676 0.6249 0.139
H -1.2312 -0.4357 0.6857 2.0329 0.9397 -1.3872 0.128
H -0.7796 -1.3614 -0.7062 0.5962 0.8032 0.2095 0.134
H -0.0277 0.5043 -2.1123 -0.8640 -0.0379 0.2032 0.077
H -0.4100 1.6919 -0.9334 -0.4592 -0.1433 0.1930 0.085
H -1.7530 0.7355 -1.6296 -0.3930 0.0446 -0.1206 0.067
H -0.6836 -0.4259 2.5016 -0.1547 -0.2377 0.2261 0.020
H 0.1082 0.8112 2.5184 -0.2707 0.1649 0.0316 0.039
O -0.8101 0.5165 2.6313 0.5312 0.1727 0.2818 -0.072